One molecule with the formula C4H7NO in a non-equilibrium geometry. Source: the OMol25 dataset; level of theory: ωB97M-V/def2-TZVPD.

Results
Calculated total energy   -7796.9810 eV
Energy above the lowest of the compared OMol25 structures with the same formula, charge and spin   256.98 kJ/mol
SMILES   CN1C[C@H]1C=O
Orbital gap   10.6 eV

The geometry in XYZ format:
```
13
C4H7NO (ωB97M-V/def2-TZVPD)
C -1.625 0.190 0.167
N -0.358 0.075 -0.533
C 0.403 -1.157 -0.654
C 0.784 -0.157 0.364
C 1.579 1.060 0.093
O 1.801 1.900 0.937
H -2.010 -0.774 0.503
H -2.371 0.644 -0.472
H -1.592 0.889 1.015
H 0.040 -2.109 -0.249
H 0.906 -1.286 -1.605
H 0.541 -0.442 1.393
H 1.904 1.167 -0.961
```

Now the Mulliken charges, all in e:
1 C -0.8866
2 N -0.2167
3 C -0.3878
4 C -0.0181
5 C -0.0800
6 O -0.4886
7 H 0.3152
8 H 0.2961
9 H 0.3085
10 H 0.2752
11 H 0.2358
12 H 0.3380
13 H 0.3088

***

One molecule with the formula C4H7NO. Source: the OMol25 dataset; level of theory: ωB97M-V/def2-TZVPD.

Results
Calculated total energy   -7796.8844 eV
Energy above the lowest of the compared OMol25 structures with the same formula, charge and spin   266.30 kJ/mol
SMILES   C=NCC(C)=O
Orbital gap   10.0 eV

The geometry in XYZ format:
```
13
C4H7NO (ωB97M-V/def2-TZVPD)
C -1.912 0.150 -0.718
N -1.836 -0.740 0.188
C -0.425 -1.076 0.309
C 0.314 0.297 0.204
C 1.793 0.453 0.187
O -0.322 1.328 0.279
H -1.096 0.281 -1.449
H -2.666 0.931 -0.751
H -0.075 -1.900 -0.342
H -0.197 -1.385 1.341
H 2.048 1.245 -0.526
H 1.993 0.844 1.187
H 2.363 -0.452 -0.008
```

Now the Mulliken charges, all in e:
1 C -0.3539
2 N -0.4362
3 C -0.2910
4 C 0.6007
5 C -1.1629
6 O -0.4801
7 H 0.2903
8 H 0.2808
9 H 0.3008
10 H 0.3203
11 H 0.3126
12 H 0.2976
13 H 0.3211

***

One molecule with the formula C4H7NO in a non-equilibrium geometry. Source: the OMol25 dataset; level of theory: ωB97M-V/def2-TZVPD.

Results
Calculated total energy   -7795.0067 eV
Energy above the lowest of the compared OMol25 structures with the same formula, charge and spin   447.47 kJ/mol
SMILES   O[C@H]1C[C@H]2N[C@@H]12
Orbital gap   10.3 eV

The geometry in XYZ format:
```
13
C4H7NO (ωB97M-V/def2-TZVPD)
O 1.791 0.777 0.421
C 0.863 0.267 -0.488
C 0.314 -1.162 -0.201
C -1.059 -0.536 0.154
N -0.862 0.419 1.218
C -0.561 0.748 -0.320
H 1.372 0.664 1.293
H 1.246 0.438 -1.492
H 0.834 -1.722 0.578
H 0.263 -1.750 -1.124
H -2.016 -0.995 -0.086
H -0.979 1.440 0.945
H -1.206 1.412 -0.899
```

Now the Mulliken charges, all in e:
1 O -0.5867
2 C -0.3022
3 C -0.6159
4 C -0.0656
5 N -0.5873
6 C -0.3871
7 H 0.4375
8 H 0.3948
9 H 0.2911
10 H 0.2876
11 H 0.3667
12 H 0.3065
13 H 0.4607

***

One molecule with the formula C4H7NO in a non-equilibrium geometry. Source: the OMol25 dataset; level of theory: ωB97M-V/def2-TZVPD.

Results
Calculated total energy   -7797.9141 eV
Energy above the lowest of the compared OMol25 structures with the same formula, charge and spin   166.95 kJ/mol
SMILES   C[C@H](C#N)CO
Orbital gap   11.5 eV

The geometry in XYZ format:
```
13
C4H7NO (ωB97M-V/def2-TZVPD)
C 0.550 -0.411 -1.205
C 0.366 0.576 -0.041
C 1.444 0.608 0.958
N 2.136 0.599 1.886
C -0.934 0.109 0.870
O -1.981 -0.424 0.117
H 0.660 0.049 -2.188
H 1.328 -1.155 -1.025
H -0.397 -0.993 -1.336
H 0.228 1.602 -0.423
H -1.274 1.014 1.384
H -0.563 -0.624 1.609
H -1.563 -0.949 -0.607
```

Now the Mulliken charges, all in e:
1 C -0.9736
2 C 0.4200
3 C 0.0314
4 N -0.4331
5 C -0.5767
6 O -0.4950
7 H 0.2977
8 H 0.3618
9 H 0.1895
10 H 0.2547
11 H 0.3436
12 H 0.3245
13 H 0.2553

***

A 2-piece molecular cluster, C4H7NO overall in a non-equilibrium geometry. Source: the OMol25 dataset; level of theory: ωB97M-V/def2-TZVPD.

Results
Calculated total energy   -7797.3601 eV
Energy above the lowest of the compared OMol25 structures with the same formula, charge and spin   220.40 kJ/mol
SMILES   C=CC#N.CO
Orbital gap   10.6 eV

The geometry in XYZ format:
```
13
C4H7NO (ωB97M-V/def2-TZVPD)
C -0.807 0.489 -1.153
C -1.725 -0.201 -0.474
C -2.083 0.160 0.869
N -2.356 0.458 1.955
H -0.312 1.353 -0.719
H -0.509 0.206 -2.156
H -2.214 -1.074 -0.895
C 1.881 0.008 0.589
O 1.406 -0.803 -0.469
H 2.399 0.860 0.138
H 1.068 0.394 1.222
H 2.591 -0.536 1.224
H 0.660 -1.315 -0.132
```

Now the Mulliken charges, all in e:
1 C -0.5632
2 C -0.2743
3 C 0.3713
4 N -0.4118
5 H 0.2958
6 H 0.2521
7 H 0.3146
8 C -0.5696
9 O -0.4913
10 H 0.2365
11 H 0.2581
12 H 0.2577
13 H 0.3242

***

One molecule with the formula C4H7NO in a non-equilibrium geometry. Source: the OMol25 dataset; level of theory: ωB97M-V/def2-TZVPD.

Results
Calculated total energy   -7794.9199 eV
Energy above the lowest of the compared OMol25 structures with the same formula, charge and spin   455.85 kJ/mol
SMILES   CC1(N=O)CC1
Orbital gap   8.9 eV

The geometry in XYZ format:
```
13
C4H7NO (ωB97M-V/def2-TZVPD)
C 0.590 1.534 0.058
C -0.096 0.213 -0.025
N -1.737 0.582 -0.011
O -2.498 -0.312 0.009
C 0.277 -1.104 -0.707
C 0.099 -1.065 0.776
H 0.540 1.972 -1.015
H 1.707 1.593 0.206
H -0.028 2.070 0.665
H 1.323 -1.095 -1.117
H -0.275 -1.711 -1.468
H -0.817 -1.428 1.128
H 0.915 -1.249 1.500
```

Now the Mulliken charges, all in e:
1 C -1.3360
2 C 0.9620
3 N -0.0442
4 O -0.3015
5 C -0.5592
6 C -0.7056
7 H 0.2497
8 H 0.3155
9 H 0.4254
10 H 0.2418
11 H 0.2338
12 H 0.2764
13 H 0.2419

***

One molecule with the formula C4H7NO in a non-equilibrium geometry. Source: the OMol25 dataset; level of theory: ωB97M-V/def2-TZVPD.

Results
Calculated total energy   -7796.4029 eV
Energy above the lowest of the compared OMol25 structures with the same formula, charge and spin   312.75 kJ/mol
SMILES   C[C@H]1NCC1=O
Orbital gap   9.5 eV

The geometry in XYZ format:
```
13
C4H7NO (ωB97M-V/def2-TZVPD)
C -1.515 -0.244 -0.341
C -0.399 0.113 0.753
N 0.457 -0.886 0.101
C 1.380 0.084 -0.434
C 0.679 1.184 0.375
O 0.944 2.331 0.615
H -1.646 -1.340 -0.531
H -1.189 0.145 -1.320
H -2.446 0.169 -0.022
H -0.679 0.066 1.833
H 0.724 -1.719 0.573
H 1.307 0.240 -1.525
H 2.392 -0.160 -0.143
```

Now the Mulliken charges, all in e:
1 C -1.0179
2 C 0.0337
3 N -0.3154
4 C -0.4396
5 C 0.3438
6 O -0.5446
7 H 0.3025
8 H 0.2494
9 H 0.3675
10 H 0.3337
11 H 0.1923
12 H 0.1912
13 H 0.3033

***

A 2-piece molecular cluster, C4H7NO overall in a non-equilibrium geometry. Source: the OMol25 dataset; level of theory: ωB97M-V/def2-TZVPD.

Results
Calculated total energy   -7795.2525 eV
Energy above the lowest of the compared OMol25 structures with the same formula, charge and spin   423.75 kJ/mol
Orbital gap   10.2 eV

The geometry in XYZ format:
```
13
C4H7NO (ωB97M-V/def2-TZVPD)
C 2.228 -0.132 0.166
C 0.971 0.547 -0.158
N 0.210 1.368 -0.520
C -1.623 0.664 -0.064
C -1.291 -0.739 -0.154
O -0.272 -1.158 0.504
H 2.241 -0.365 1.233
H 3.075 0.511 -0.089
H 2.285 -1.073 -0.383
H -1.533 1.129 0.912
H -2.335 1.103 -0.761
H -1.583 -1.213 -1.111
H -2.371 -0.641 0.425
```

Now the Mulliken charges, all in e:
1 C -0.9679
2 C 0.6674
3 N -0.5340
4 C -0.5336
5 C 0.0453
6 O -0.6573
7 H 0.2625
8 H 0.3399
9 H 0.2791
10 H 0.2858
11 H 0.3415
12 H 0.3263
13 H 0.1450